[1]
Molecular formula: C81H180F2N10O4S2
Method: DFT, ωB97M-V with the def2-TZVPD basis set

```
279
Properties=species:S:1:pos:R:3
N -0.051 -1.662 0.176
S 1.265 -0.942 0.030
O 1.884 -0.386 1.245
O 1.559 -0.234 -1.211
F 2.238 -2.190 -0.201
S -0.941 -0.215 0.006
O -1.569 0.041 -1.297
O -0.547 0.999 0.750
F -2.121 -0.811 0.923
C 1.932 -6.929 5.072
C 0.381 -6.801 5.000
C -0.248 -8.196 5.311
N -1.797 -8.313 5.010
C -2.634 -7.091 5.519
C -4.117 -7.345 5.574
C -4.529 -8.797 5.949
C -3.728 -9.874 5.267
C -2.265 -9.635 5.625
C -2.016 -8.405 3.455
H 2.385 -6.071 4.575
H 2.335 -7.847 4.644
H 2.276 -6.874 6.105
H -0.004 -6.528 4.017
H -0.129 -6.209 5.759
H -0.013 -8.622 6.286
H 0.112 -9.040 4.723
H -2.292 -7.023 6.552
H -2.317 -6.276 4.869
H -4.499 -6.855 6.470
H -4.622 -6.873 4.731
H -4.459 -9.025 7.013
H -5.582 -8.858 5.676
H -4.034 -10.847 5.651
H -3.920 -9.903 4.194
H -2.043 -9.585 6.691
H -1.624 -10.372 5.142
H -1.386 -7.642 2.998
H -3.042 -8.160 3.180
H -1.730 -9.422 3.189
C -0.444 0.024 -11.689
C -1.441 1.013 -11.154
C -1.072 2.418 -11.373
N -2.077 3.391 -10.677
C -1.364 4.773 -10.818
C -0.024 4.843 -9.996
C -0.213 4.537 -8.500
C -1.184 3.321 -8.278
C -2.370 3.116 -9.170
C -3.393 3.537 -11.499
H -0.138 0.133 -12.729
H -0.932 -0.935 -11.513
H 0.486 -0.053 -11.125
H -1.456 0.864 -10.074
H -2.393 0.748 -11.615
H -1.091 2.722 -12.419
H -0.029 2.504 -11.069
H -1.169 4.978 -11.870
H -1.977 5.584 -10.424
H 0.793 4.329 -10.502
H 0.243 5.899 -10.052
H 0.693 4.415 -7.906
H -0.640 5.424 -8.032
H -0.520 2.456 -8.299
H -1.368 3.592 -7.239
H -2.916 2.174 -9.116
H -3.030 3.936 -8.887
H -3.259 3.650 -12.574
H -4.004 4.360 -11.129
H -3.930 2.591 -11.425
C 4.075 7.972 0.281
C 5.631 7.968 0.594
C 6.033 9.578 0.748
N 7.503 9.862 1.296
C 7.692 11.395 1.337
C 6.732 12.109 2.353
C 6.980 11.537 3.734
C 6.799 10.001 3.782
C 7.693 9.245 2.727
C 8.596 9.263 0.365
H 3.499 8.250 1.164
H 3.749 6.990 -0.062
H 3.879 8.820 -0.376
H 6.210 7.455 -0.173
H 5.939 7.342 1.432
H 5.300 10.203 1.258
H 5.945 9.979 -0.262
H 7.311 11.738 0.376
H 8.753 11.560 1.522
H 5.716 12.216 1.972
H 7.073 13.141 2.275
H 6.334 12.029 4.461
H 7.981 11.787 4.087
H 5.775 9.866 3.433
H 6.850 9.711 4.832
H 7.273 8.242 2.649
H 8.751 9.232 2.991
H 8.575 8.217 0.058
H 9.474 9.350 1.006
H 8.543 9.794 -0.585
C -5.679 -5.452 -3.528
C -4.677 -5.651 -4.575
C -3.657 -6.652 -3.955
N -2.472 -7.102 -4.890
C -1.510 -8.135 -4.117
C -2.089 -9.525 -3.861
C -2.574 -10.079 -5.188
C -3.561 -9.149 -5.892
C -3.011 -7.716 -6.167
C -1.584 -5.858 -5.291
H -5.863 -6.369 -2.967
H -6.628 -5.009 -3.829
H -5.212 -4.752 -2.835
H -4.152 -4.756 -4.910
H -5.233 -6.064 -5.416
H -4.150 -7.608 -3.781
H -3.227 -6.219 -3.052
H -1.092 -7.690 -3.214
H -0.732 -8.188 -4.879
H -2.883 -9.445 -3.120
H -1.240 -10.105 -3.497
H -3.092 -11.029 -5.060
H -1.793 -10.487 -5.830
H -4.406 -9.147 -5.203
H -3.942 -9.491 -6.855
H -3.746 -7.130 -6.721
H -2.164 -7.779 -6.851
H -0.677 -6.245 -5.754
H -1.359 -5.453 -4.304
H -2.165 -5.159 -5.894
C 8.851 -8.494 -1.568
C 9.843 -8.775 -0.374
C 11.168 -7.965 -0.595
N 12.190 -7.931 0.613
C 13.470 -7.055 0.204
C 14.655 -7.168 1.127
C 14.980 -8.713 1.224
C 13.812 -9.557 1.747
C 12.534 -9.465 0.942
C 11.606 -7.252 1.890
H 8.063 -9.245 -1.511
H 9.181 -8.423 -2.605
H 8.485 -7.505 -1.291
H 10.179 -9.808 -0.463
H 9.438 -8.548 0.612
H 11.037 -6.883 -0.625
H 11.771 -8.280 -1.447
H 13.851 -7.436 -0.743
H 13.048 -6.051 0.166
H 15.527 -6.626 0.761
H 14.458 -6.756 2.116
H 15.300 -9.122 0.266
H 15.885 -8.795 1.826
H 14.047 -10.620 1.791
H 13.648 -9.317 2.797
H 12.613 -10.070 0.038
H 11.720 -9.882 1.535
H 10.698 -7.771 2.197
H 11.345 -6.202 1.757
H 12.419 -7.254 2.617
C -3.909 3.874 12.866
C -3.807 3.956 11.303
C -2.885 2.855 10.721
N -2.355 3.046 9.341
C -0.999 2.168 9.174
C -0.259 2.576 7.912
C -0.128 3.953 7.460
C -1.463 4.678 7.534
C -2.150 4.553 8.890
C -3.455 2.391 8.404
H -4.595 3.218 13.401
H -4.241 4.852 13.214
H -2.885 3.978 13.226
H -3.510 4.897 10.840
H -4.824 3.930 10.910
H -3.267 1.842 10.849
H -2.009 2.756 11.363
H -0.320 2.611 9.901
H -1.226 1.102 9.186
H 0.712 2.084 7.844
H -0.851 2.114 7.122
H 0.646 4.479 8.019
H 0.238 4.148 6.452
H -1.392 5.753 7.367
H -2.135 4.291 6.768
H -1.522 5.039 9.637
H -3.069 5.130 8.791
H -2.954 2.089 7.484
H -4.316 3.025 8.192
H -3.855 1.460 8.806
C -10.545 -0.100 4.507
C -11.138 -1.292 5.252
C -11.896 -0.960 6.564
N -12.767 -2.185 7.073
C -11.893 -3.365 7.584
C -11.110 -2.980 8.863
C -12.053 -2.641 10.025
C -13.012 -1.535 9.613
C -13.708 -1.722 8.156
C -13.722 -2.746 5.999
H -10.055 -0.471 3.607
H -9.795 0.366 5.146
H -11.361 0.491 4.090
H -10.289 -1.923 5.516
H -11.812 -1.753 4.531
H -12.581 -0.128 6.405
H -11.203 -0.638 7.341
H -11.327 -3.636 6.693
H -12.535 -4.220 7.795
H -10.314 -2.236 8.826
H -10.662 -3.946 9.093
H -11.383 -2.573 10.882
H -12.704 -3.508 10.143
H -12.492 -0.578 9.632
H -13.857 -1.478 10.300
H -14.232 -0.857 7.748
H -14.537 -2.421 8.261
H -13.135 -2.922 5.097
H -14.426 -1.941 5.790
H -14.192 -3.703 6.228
C -7.341 11.553 2.928
C -7.223 11.381 1.387
C -7.832 10.104 0.633
N -7.371 9.992 -0.835
C -5.832 9.536 -0.848
C -5.567 8.045 -0.462
C -6.578 7.097 -0.990
C -8.050 7.492 -0.937
C -8.341 8.950 -1.525
C -7.458 11.304 -1.681
H -7.337 10.679 3.579
H -8.324 11.953 3.180
H -6.700 12.372 3.255
H -6.154 11.471 1.196
H -7.455 12.356 0.959
H -8.906 10.123 0.448
H -7.588 9.158 1.116
H -5.270 10.186 -0.177
H -5.536 9.711 -1.882
H -5.660 7.966 0.621
H -4.581 7.684 -0.757
H -6.318 6.173 -0.473
H -6.412 6.797 -2.024
H -8.394 7.413 0.094
H -8.537 6.645 -1.420
H -9.357 9.319 -1.387
H -8.333 8.865 -2.612
H -7.346 10.943 -2.703
H -6.679 12.013 -1.401
H -8.366 11.866 -1.466
C 10.059 3.259 -7.647
C 8.964 2.263 -7.919
C 9.450 0.794 -8.107
N 8.401 -0.370 -8.299
C 7.584 -0.288 -9.587
C 8.455 -0.418 -10.852
C 9.075 -1.810 -10.730
C 9.972 -2.061 -9.560
C 9.185 -1.775 -8.246
C 7.499 -0.493 -7.038
H 9.549 4.165 -7.321
H 10.791 3.422 -8.438
H 10.634 2.813 -6.835
H 8.256 2.467 -8.723
H 8.432 2.353 -6.972
H 9.976 0.367 -7.253
H 10.134 0.732 -8.954
H 6.963 0.607 -9.607
H 6.917 -1.149 -9.546
H 9.201 0.374 -10.921
H 7.984 -0.558 -11.825
H 9.619 -2.041 -11.646
H 8.232 -2.497 -10.805
H 10.843 -1.408 -9.518
H 10.201 -3.125 -9.620
H 9.880 -1.769 -7.406
H 8.512 -2.626 -8.141
H 6.895 0.413 -6.983
H 8.042 -0.668 -6.109
H 6.856 -1.334 -7.297
```

**Kohn-Sham gap**: 8.17 eV
**Energy relative to the best compared isomer or geometry (same formula, charge and spin)**: 0.0 kcal per mole
**Net charge**: +8

[2]
Molecular formula: C82H63O13
Method: DFT, ωB97M-V with the def2-TZVPD basis set

```
158
Properties=species:S:1:pos:R:3
C 3.920 -7.405 5.987
O 4.452 -6.218 5.443
C 3.539 -5.121 5.393
C 3.032 -4.841 3.969
C 1.504 -4.794 3.838
C 0.828 -3.737 4.736
C 0.031 -4.256 5.943
C -1.193 -5.106 5.553
C -2.426 -4.241 5.211
C -3.657 -4.644 5.993
C -4.332 -5.965 5.553
C -4.234 -6.292 4.057
C -5.220 -5.510 3.219
O -5.311 -4.313 3.169
O -6.046 -6.268 2.429
H 4.091 -7.456 7.071
H 4.420 -8.254 5.510
H 2.843 -7.497 5.795
H 4.071 -4.252 5.794
H 2.695 -5.317 6.061
H 3.447 -3.892 3.612
H 3.437 -5.626 3.318
H 1.273 -4.571 2.790
H 1.099 -5.792 4.042
H 0.117 -3.162 4.136
H 1.605 -3.047 5.091
H 0.683 -4.766 6.668
H -0.351 -3.365 6.459
H -1.396 -5.835 6.366
H -0.911 -5.714 4.677
H -2.186 -3.208 5.511
H -4.410 -3.845 5.936
H -3.439 -4.785 7.081
H -5.402 -5.950 5.811
H -3.901 -6.800 6.118
H -4.428 -7.365 3.912
H -3.228 -6.069 3.682
H -5.902 -7.195 2.649
C 0.138 -2.390 -1.168
C -0.194 -1.427 -2.113
C -0.206 -0.087 -1.767
C 0.107 0.297 -0.468
C 0.434 -0.673 0.482
C 0.451 -2.016 0.127
C 0.751 -0.299 1.888
O 1.056 -1.138 2.705
C 0.659 1.143 2.259
C 0.878 1.510 3.581
C 0.797 2.842 3.949
C 0.505 3.813 2.997
C 0.287 3.452 1.678
C 0.356 2.115 1.305
C 0.087 1.744 -0.115
O -0.145 2.594 -0.950
H 0.154 -3.436 -1.445
H -0.441 -1.726 -3.123
H -0.461 0.674 -2.492
H 0.703 -2.754 0.877
H 1.101 0.741 4.308
H 0.955 3.126 4.981
H 0.441 4.854 3.288
H 0.051 4.194 0.929
C -2.805 -0.898 4.643
C -3.661 -1.632 3.829
C -4.905 -1.115 3.498
C -5.296 0.132 3.972
C -4.430 0.869 4.796
C -3.184 0.345 5.123
C -4.816 2.191 5.338
O -4.070 2.851 6.038
C -6.175 2.712 4.995
C -6.582 3.936 5.515
C -7.829 4.446 5.198
C -8.675 3.735 4.352
C -8.277 2.515 3.834
C -7.028 1.997 4.155
C -6.624 0.672 3.586
O -7.370 0.084 2.829
H -1.842 -1.315 4.910
H -3.374 -2.626 3.501
H -5.579 -1.692 2.882
H -2.525 0.920 5.759
H -5.907 4.478 6.163
H -8.138 5.405 5.594
H -9.647 4.138 4.097
H -8.922 1.948 3.177
C 5.873 -0.637 -5.933
C 5.105 -0.475 -4.785
C 4.092 -1.373 -4.490
C 3.841 -2.439 -5.346
C 4.605 -2.598 -6.503
C 5.619 -1.695 -6.790
C 4.351 -3.719 -7.450
O 5.031 -3.869 -8.446
C 3.232 -4.652 -7.134
C 2.944 -5.685 -8.017
C 1.915 -6.568 -7.736
C 1.172 -6.427 -6.570
C 1.453 -5.399 -5.686
C 2.480 -4.506 -5.966
C 2.756 -3.400 -5.003
O 2.119 -3.283 -3.980
H 6.671 0.058 -6.161
H 5.299 0.354 -4.117
H 3.491 -1.262 -3.598
H 6.203 -1.834 -7.688
H 3.533 -5.785 -8.918
H 1.691 -7.370 -8.427
H 0.372 -7.121 -6.350
H 0.885 -5.277 -4.774
C -6.237 7.549 0.959
C -6.327 8.646 0.109
C -6.931 9.815 0.541
C -7.453 9.891 1.826
C -7.368 8.787 2.676
C -6.757 7.617 2.241
C -7.936 8.828 4.053
O -7.847 7.869 4.788
C -8.618 10.081 4.487
C -9.189 10.134 5.752
C -9.819 11.291 6.177
C -9.876 12.402 5.342
C -9.309 12.354 4.080
C -8.680 11.194 3.646
C -8.089 11.161 2.276
O -8.129 12.137 1.556
H -5.762 6.638 0.621
H -5.924 8.587 -0.893
H -7.004 10.677 -0.108
H -6.697 6.771 2.912
H -9.132 9.263 6.390
H -10.265 11.330 7.162
H -10.365 13.307 5.678
H -9.346 13.209 3.419
C 13.137 2.741 -9.870
C 12.398 2.895 -8.702
C 11.388 1.999 -8.396
C 11.109 0.947 -9.259
C 11.846 0.797 -10.436
C 12.863 1.696 -10.735
C 11.556 -0.309 -11.395
O 12.204 -0.442 -12.411
C 10.440 -1.239 -11.060
C 10.117 -2.255 -11.950
C 9.087 -3.133 -11.654
C 8.380 -3.007 -10.463
C 8.703 -1.998 -9.573
C 9.725 -1.106 -9.868
C 10.025 -0.012 -8.902
O 9.406 0.100 -7.865
H 13.929 3.440 -10.104
H 12.612 3.715 -8.030
H 10.808 2.102 -7.489
H 13.427 1.565 -11.647
H 10.678 -2.345 -12.870
H 8.834 -3.920 -12.352
H 7.576 -3.693 -10.228
H 8.165 -1.892 -8.642
```

**Kohn-Sham gap**: 1.44 eV
**Net charge**: -1